The molecule C3H3ClO2S in a non-equilibrium geometry, computed with the ωB97M-V functional and the def2-TZVPD basis.

Calculated values
energy above the lowest of the compared OMol25 structures with the same formula, charge and spin	87.5	kcal/mol
HOMO energy (spin up / spin down)	-0.3573 / -0.3665	Eh
frontier orbital gap (spin up / spin down)	7.74 / 7.93	eV
largest force on an atom	0.052	hartree/bohr

```
10
Properties=species:S:1:pos:R:3:forces:R:3:mulliken_charge:R:1
Cl 1.8548 -1.7776 0.6560 0.0 0.0 -0.1 -0.184
S -1.6342 0.6445 0.9204 1.1 -1.5 -1.8 0.775
O -1.7513 0.1919 2.2728 0.4 0.1 0.3 -0.452
O -2.8315 0.8043 0.1396 0.3 0.3 0.0 -0.469
C 0.5591 -0.0317 -1.1959 0.1 -0.1 -0.3 -0.329
C 1.1518 -0.2311 0.1782 0.1 -0.3 0.2 0.001
C -0.2959 -0.2376 -0.0302 -1.7 1.1 1.7 -0.143
H 1.6900 0.5880 0.6355 -0.2 0.1 -0.1 0.340
H 0.7259 0.9143 -1.6847 0.0 0.3 0.1 0.257
H 0.5313 -0.8650 -1.8917 0.0 -0.1 0.0 0.204
```
Forces are in eV/Å.